{"formula": "C30H31BF6N5OPPtS2Te", "method": "ωB97M-V/def2-TZVPD", "elements": ["Pt", "C", "N", "C", "C", "N", "B", "N", "C", "C", "N", "C", "C", "S", "C", "S", "H", "H", "H", "H", "H", "H", "H", "H", "H", "H", "H", "H", "N", "C", "C", "C", "C", "C", "C", "P", "C", "C", "C", "C", "C", "C", "C", "C", "C", "C", "C", "C", "H", "H", "H", "H", "H", "H", "H", "H", "H", "H", "H", "H", "H", "H", "H", "H", "Te", "C", "C", "O", "C", "F", "F", "F", "C", "F", "F", "F", "H", "H", "H"], "coordinates": [[-0.46, -0.84, 0.45], [-1.80, -2.05, 3.00], [-2.97, -1.30, 2.65], [-3.82, -0.66, 3.50], [-4.80, -0.10, 2.73], [-4.55, -0.39, 1.43], [-5.47, 0.04, 0.25], [-4.58, 0.25, -0.99], [-4.77, -0.32, -2.21], [-3.76, 0.07, -3.03], [-2.95, 0.89, -2.31], [-1.75, 1.53, -2.77], [-3.46, 0.99, -1.06], [-2.81, 1.93, 0.19], [-3.42, -1.11, 1.39], [-2.69, -1.85, 0.03], [-1.75, -2.17, 4.08], [-0.89, -1.54, 2.64], [-1.86, -3.04, 2.54], [-3.66, -0.64, 4.56], [-5.65, 0.47, 3.02], [-6.23, -0.85, 0.03], [-5.99, 1.07, 0.55], [-5.61, -0.95, -2.41], [-3.56, -0.17, -4.06], [-1.75, 1.56, -3.86], [-0.87, 0.98, -2.42], [-1.70, 2.54, -2.37], [2.82, -0.34, 0.93], [3.44, -1.46, 0.46], [4.84, -1.46, 0.30], [5.51, -2.56, -0.19], [4.80, -3.70, -0.55], [3.43, -3.71, -0.43], [2.73, -2.61, 0.06], [0.92, -2.72, 0.08], [0.53, -4.05, 1.24], [-0.68, -4.73, 1.10], [-1.05, -5.69, 2.03], [-0.22, -5.97, 3.11], [0.98, -5.28, 3.25], [1.35, -4.32, 2.33], [0.56, -3.45, -1.55], [0.35, -2.56, -2.59], [0.09, -3.03, -3.87], [0.06, -4.39, -4.11], [0.27, -5.29, -3.08], [0.52, -4.82, -1.80], [3.42, 0.38, 1.30], [1.95, -0.43, 1.45], [5.38, -0.57, 0.58], [6.58, -2.53, -0.29], [5.32, -4.56, -0.93], [2.88, -4.59, -0.73], [-1.33, -4.49, 0.27], [-1.98, -6.22, 1.92], [-0.51, -6.72, 3.83], [1.62, -5.49, 4.10], [2.28, -3.78, 2.45], [0.39, -1.50, -2.38], [-0.08, -2.33, -4.68], [-0.14, -4.76, -5.10], [0.25, -6.35, -3.27], [0.67, -5.53, -0.99], [0.26, 1.65, 0.29], [-0.66, 0.91, 4.61], [0.62, 0.88, 3.77], [0.52, 0.30, 2.56], [1.09, 2.35, 3.59], [0.11, 3.10, 3.06], [2.14, 2.46, 2.76], [1.44, 2.94, 4.74], [1.72, 0.13, 4.57], [1.39, -1.16, 4.68], [2.91, 0.16, 3.96], [1.91, 0.58, 5.82], [-1.47, 1.28, 3.99], [-0.54, 1.55, 5.48], [-0.89, -0.10, 4.94]], "lowdin_spin": [0.9635, 0.0078, 0.0209, 0.0162, 0.0125, 0.0239, 0.0074, 0.0333, 0.0080, 0.0150, 0.0167, 0.0267, 0.0289, 0.3541, 0.0207, 0.1913, 0.0001, 0.0040, 0.0016, 0.0011, 0.0010, 0.0007, 0.0016, 0.0009, 0.0013, 0.0012, 0.0267, 0.0063, 0.0560, 0.0032, 0.0029, -0.0005, 0.0046, 0.0056, 0.0278, 0.1141, 0.0157, 0.0095, -0.0009, 0.0101, -0.0009, 0.0101, 0.0073, 0.0017, -0.0003, 0.0019, -0.0001, 0.0033, 0.0031, 0.0195, 0.0001, -0.0001, 0.0005, 0.0004, 0.0009, -0.0003, 0.0007, -0.0002, 0.0004, -0.0003, -0.0001, 0.0001, 0.0000, 0.0001, 1.5977, 0.0004, 0.0190, 0.2220, 0.0126, 0.0279, 0.0204, 0.0011, 0.0054, 0.0010, 0.0007, 0.0026, 0.0000, 0.0003, 0.0000], "homo_lumo_gap_ev": [7.50, 5.66], "e_lumo_ha": [0.01398, -0.07502], "spin_multiplicity": 5, "homo_ev": [-7.119, -7.699], "mol_weight_g_mol": 1020.20, "relative_energy_kj_mol": 161.58}